1.
C2H22NO11 | ωB97M-V/def2-TZVPD

The total charge is -1. Its energy above the lowest of the compared OMol25 structures with the same formula, charge and spin is 0.000 eV. The HOMO-LUMO gap comes out at 8.11 eV. The highest occupied orbital energy comes out at -5.52 eV. Its total energy is -971.92625 Eh. The strongest force on any atom is 1.82 eV/A.

Geometry (Å):
C: -0.4067 1.5618 -0.7302
N: 0.0965 0.3963 -1.4312
C: 1.3836 0.4270 -2.0149
O: 1.5924 -0.3537 -2.9547
O: 2.2643 1.1493 -1.4449
H: 0.4363 2.0414 -0.2539
H: -1.1759 1.2265 -0.0371
H: -0.8618 2.3321 -1.3750
H: -0.6179 -0.1571 -1.8754
H: 1.8425 -0.3412 1.8426
H: 1.2669 -1.1946 2.9481
O: 1.0409 -0.4421 2.3960
H: 2.0168 2.0826 1.4623
H: 2.4344 1.9553 -0.2443
O: 2.6598 2.0649 0.7602
H: -3.1111 1.2867 1.0473
H: -2.2807 0.7748 2.3291
O: -2.6905 0.5440 1.4753
H: 1.1498 -1.8665 -1.7163
H: 0.9488 -2.9448 -0.5982
O: 0.8280 -2.7432 -1.5295
H: 2.9926 -0.3101 -0.3000
H: 3.2011 0.2930 1.0209
O: 3.1967 -0.5938 0.6073
H: -2.2812 -0.5760 -3.5775
H: -2.6518 -0.9491 -2.1147
O: -2.6625 -0.2184 -2.7723
H: -0.2089 1.2739 3.0404
H: -0.7836 2.6161 2.5181
O: -0.9871 1.8505 3.0590
H: -1.9271 -2.1183 -0.3727
H: -1.0439 -2.4881 -1.6385
O: -1.9513 -2.4116 -1.2985
H: -0.5358 -1.2081 1.0108
H: -1.9604 -1.1680 1.3748
O: -1.2131 -1.7914 1.3874

2.
C25H29AgClN8O3PS | ωB97M-V/def2-TZVPD

The total charge is 0. Its energy above the lowest of the compared OMol25 structures with the same formula, charge and spin is 0.536 eV. The HOMO-LUMO gap comes out at 7.26 eV. The highest occupied orbital energy comes out at -7.00 eV. Its total energy is -2980.50810 Eh. The strongest force on any atom is 2.96 eV/A.

Geometry (Å):
Ag: 0.1244 0.0498 -1.0789
C: -0.5415 0.0905 -6.5892
N: -0.5695 0.6420 -5.2433
C: -0.9736 1.9822 -4.8790
C: -1.0322 1.9361 -3.5161
N: -0.5505 0.7441 -3.0231
C: -0.2611 -0.0527 -4.0852
P: 0.5790 -1.7172 -4.0094
C: -0.4866 -2.7145 -2.8911
N: -1.3033 -2.2272 -1.9587
C: -1.6362 -3.3422 -1.1552
C: -1.0782 -4.4632 -1.6010
N: -0.2840 -4.0532 -2.7188
C: 0.6821 -4.9107 -3.4226
C: 2.0504 -1.4979 -2.8802
N: 1.9309 -1.1060 -1.6008
C: 3.2154 -1.0651 -1.1005
C: 4.1296 -1.3260 -2.0481
N: 3.3751 -1.5912 -3.2044
C: 4.0215 -1.9476 -4.5049
H: 0.4243 -0.2832 -6.7989
H: -0.8670 0.8000 -7.3691
H: -1.1721 -0.8215 -6.5683
H: -1.0781 2.7849 -5.6515
H: -1.3731 2.7003 -2.8225
H: -2.3722 -3.1943 -0.3653
H: -0.9801 -5.4919 -1.1920
H: 0.1712 -5.8731 -3.6824
H: 1.5610 -4.9705 -2.7800
H: 0.8143 -4.3865 -4.3752
H: 3.3910 -0.9362 -0.0357
H: 5.1958 -1.4524 -1.9743
H: 3.7314 -1.1630 -5.2345
H: 3.5988 -2.9181 -4.8136
H: 5.0743 -1.9716 -4.2677
C: -1.6504 0.7400 6.1816
C: -2.1958 1.6711 5.1491
C: -2.5414 2.9978 5.4829
C: -2.9685 3.8711 4.4896
Cl: -3.0773 5.5281 4.8462
C: -3.2444 3.4666 3.2139
C: -3.0407 2.0876 2.8682
C: -2.4962 1.1715 3.8015
O: -2.2034 -0.1209 3.5588
C: -2.7252 -0.8381 2.3847
C: -1.6801 -0.7170 1.2226
O: -1.8855 0.1186 0.2944
O: -0.6073 -1.3933 1.4082
H: -1.6157 -0.3416 5.8570
H: -2.1579 0.8958 7.1725
H: -0.5682 0.9994 6.3862
H: -2.3239 3.3882 6.5119
H: -3.5348 4.2366 2.4657
H: -3.0345 1.7054 1.8444
H: -3.7083 -0.5011 2.1082
H: -2.8420 -1.8460 2.7885
C: 2.5278 3.6965 2.6397
N: 1.7720 2.4760 3.0080
C: 1.8415 1.8680 4.2751
C: 1.3321 0.6317 4.1220
N: 0.9819 0.4462 2.7827
C: 1.2156 1.5761 2.1004
S: 1.0924 1.9845 0.4930
H: 2.4879 4.3822 3.5028
H: 2.0137 4.0808 1.7832
H: 3.5495 3.4667 2.3299
H: 2.1840 2.4597 5.0862
H: 1.1432 -0.1030 4.9059
H: 0.4490 -0.3386 2.3761

3.
C4H7BrN3O2S | ωB97M-V/def2-TZVPD

The total charge is +1. Its energy above the lowest of the compared OMol25 structures with the same formula, charge and spin is 3.601 eV. The HOMO-LUMO gap comes out at 6.49 eV. The highest occupied orbital energy comes out at -12.21 eV. Its total energy is -3443.08872 Eh. The strongest force on any atom is 9.25 eV/A.

Geometry (Å):
C: 0.0623 -2.5384 1.7421
C: -0.2930 -0.3275 0.6945
C: -2.5640 -0.7688 0.2675
C: -1.6142 1.4407 -0.1612
N: -0.2967 -1.4270 1.4748
N: 1.8183 -0.5282 -0.9801
N: -1.5650 0.1370 0.3255
O: -0.4624 -0.1084 -2.0380
O: 0.0637 -2.4107 -1.0497
S: 0.2159 -1.0033 -1.1638
Br: -4.1552 -0.0797 -0.3223
H: 0.3375 -3.5622 1.7653
H: 0.4021 0.4541 1.1597
H: -2.2028 2.0237 0.5898
H: -0.6387 1.8044 -0.2219
H: -1.8881 1.5418 -1.1987
H: 2.2369 0.1985 -1.5324
H: 2.4989 -1.3333 -0.8463

4.
C4H10ClNO | ωB97M-V/def2-TZVPD

The total charge is 0. Its energy above the lowest of the compared OMol25 structures with the same formula, charge and spin is 5.306 eV. The HOMO-LUMO gap (alpha / beta) comes out at 8.03 / 8.03 eV. The highest occupied orbital energy (alpha / beta) comes out at -8.19 / -8.19 eV. Its total energy is -748.42599 Eh. The strongest force on any atom is 4.19 eV/A.

Geometry (Å):
C: 1.6719 0.3606 1.6688
C: 1.6835 -0.4120 -0.6783
C: -2.3468 -0.7045 -1.4968
C: -1.4293 0.1489 0.8067
N: 1.1266 0.5002 0.3464
O: -1.8169 -0.6964 -0.1705
Cl: -2.2187 1.8100 0.5239
H: 2.7833 0.6733 1.4951
H: 1.0930 1.0021 2.2897
H: 1.5851 -0.6629 2.1516
H: 2.7409 -0.6247 -0.5069
H: 1.1362 -1.3559 -0.5782
H: 1.3999 0.0670 -1.6881
H: -2.9940 -1.6584 -1.5454
H: -1.4543 -0.7924 -2.1228
H: -2.8303 0.1725 -1.7847
H: 0.0832 0.5340 0.4301

5.
C8H16Cl16 | ωB97M-V/def2-TZVPD

The total charge is 0. Its energy above the lowest of the compared OMol25 structures with the same formula, charge and spin is 34.982 eV. The HOMO-LUMO gap comes out at 7.50 eV. The highest occupied orbital energy comes out at -8.15 eV. Its total energy is -7676.19238 Eh. The strongest force on any atom is 15.47 eV/A.

Geometry (Å):
C: 0.5210 1.2410 2.8311
Cl: 1.7046 2.5614 2.4793
Cl: 1.0646 -0.0280 4.0633
H: -0.4160 1.6904 3.1602
H: 0.2990 0.7267 1.8960
C: 2.9672 0.2723 -0.7896
Cl: 1.9337 -0.7662 -1.7632
Cl: 3.8301 1.3974 -1.8842
H: 2.3228 0.9760 -0.2627
H: 3.7374 -0.2703 -0.2414
C: -2.8631 3.1436 0.2468
Cl: -1.5383 1.9777 0.7392
Cl: -4.4442 2.7030 0.9604
H: -2.5761 4.0619 0.7592
H: -2.9211 3.2556 -0.8359
C: -0.3264 -2.2313 -0.2450
Cl: -1.9543 -2.5126 -0.8755
Cl: -0.3445 -1.9991 1.5429
H: 0.3682 -3.0317 -0.5003
H: 0.1383 -1.3406 -0.6677
C: 2.4511 -1.2974 1.6475
Cl: 2.1996 -2.0777 0.1136
Cl: 4.1081 -0.5892 1.7571
H: 1.6685 -0.5629 1.8377
H: 2.3865 -2.1266 2.3520
C: 0.6725 -1.9309 -2.6603
Cl: -0.9184 -2.7211 -2.9774
Cl: 1.8790 -2.9449 -1.7196
H: 1.0808 -1.6209 -3.6222
H: 0.4720 -0.9534 -2.2217
C: -0.1840 0.6792 -0.3877
Cl: -0.0198 0.2713 -2.1632
Cl: 1.1060 0.1514 0.7751
H: -0.3521 1.7463 -0.2422
H: -1.1017 0.2318 -0.0060
C: -3.4224 0.5278 -0.6264
Cl: -3.5597 -0.4233 -2.1138
Cl: -2.5989 -0.3353 0.6492
H: -2.9421 1.4941 -0.7798
H: -4.4278 0.6545 -0.2247

6.
C5H12N2OS | ωB97M-V/def2-TZVPD

The total charge is 0. Its energy above the lowest of the compared OMol25 structures with the same formula, charge and spin is 2.979 eV. The HOMO-LUMO gap comes out at 9.04 eV. The highest occupied orbital energy comes out at -9.39 eV. Its total energy is -780.49363 Eh. The strongest force on any atom is 6.30 eV/A.

Geometry (Å):
C: 2.2832 -2.5975 1.0995
C: -1.2099 2.2529 -0.9803
C: -1.5813 0.6570 1.0712
C: -2.3896 0.1127 -1.2566
C: -1.7051 0.8801 -0.5146
N: 3.8374 -0.5056 -1.2919
N: 1.1301 -2.1160 1.0144
O: 2.0554 0.6182 0.2881
S: 3.2979 0.7556 -0.8807
H: 2.6374 -3.5811 1.4918
H: -1.6580 2.7046 -1.8995
H: -1.4632 2.9546 -0.1808
H: -0.2043 2.0777 -1.0325
H: -1.0876 1.3718 1.6131
H: -1.1185 -0.2813 1.1036
H: -2.6578 0.5838 1.3803
H: 3.0240 -2.1473 0.4001
H: -2.6169 0.2556 -2.2806
H: -2.8312 -0.9483 -0.9780
H: 0.5166 -2.7417 1.4796
H: 1.7416 -0.3057 0.3537

7.
C44H36Cl3N5O2PS2Se2SiYb | ωB97M-V/def2-TZVPD

Its spin multiplicity is 2. The total charge is -2. Its energy above the lowest of the compared OMol25 structures with the same formula, charge and spin is 3.804 eV. The HOMO-LUMO gap (alpha / beta) comes out at 3.98 / 3.33 eV. The highest occupied orbital energy (alpha / beta) comes out at -0.48 / -0.46 eV. Its total energy is -10891.99007 Eh. The strongest force on any atom is 3.68 eV/A.

Geometry (Å):
Yb: -1.1821 0.9103 -0.3924
Se: 3.2183 0.3025 1.1543
P: 0.5674 2.0023 3.7324
Se: -1.3491 2.8312 2.6764
C: 1.5820 3.5086 3.9470
C: 1.2276 4.7063 4.5754
C: 2.1975 5.6663 4.8659
C: 3.5229 5.4420 4.4739
C: 3.8705 4.2212 3.8689
C: 2.9375 3.2851 3.6009
C: 0.1054 1.6932 5.4545
C: -1.2349 1.9275 5.9002
C: -1.5431 1.5761 7.2325
C: -0.5869 1.1147 8.1312
C: 0.7238 0.8669 7.7057
C: 1.0658 1.1966 6.3733
H: 0.1980 4.8766 4.9216
H: 2.0010 6.6358 5.3105
H: 4.2242 6.2633 4.7063
H: 4.8905 4.1363 3.5283
H: 3.2109 2.3836 3.1573
H: -2.0465 2.3342 5.2781
H: -2.5501 1.8404 7.5548
H: -0.9513 0.8854 9.1264
H: 1.5144 0.5128 8.4171
H: 2.0758 1.0315 5.9696
N: -5.7116 0.2484 0.1125
C: -4.7067 0.9728 -0.4640
N: -3.5528 0.5788 0.0248
C: -3.8204 -0.4958 0.8087
N: -5.1565 -0.6655 0.9161
C: -2.7680 -1.2691 1.3969
C: -3.0970 -2.2605 2.3711
N: -2.2449 -3.1180 2.9042
C: -0.9650 -2.9058 2.5377
C: -0.5679 -1.7754 1.8098
N: -1.4654 -0.9995 1.1500
H: -6.6746 0.1506 -0.2151
H: -4.8637 1.7626 -1.2143
H: -4.1243 -2.2849 2.7206
H: -0.2256 -3.6391 2.9871
H: 0.5149 -1.5293 1.6259
Cl: 0.8258 3.0459 0.2427
C: 1.4306 3.3117 -1.3920
C: 1.7437 4.6610 -1.8045
C: 2.5158 4.8326 -2.9414
C: 2.9740 3.7408 -3.6708
C: 2.5124 2.4515 -3.3823
Cl: 2.7708 1.2195 -4.5555
C: 1.8080 2.2109 -2.1504
S: 1.3868 0.6372 -1.5524
H: 1.3348 5.4879 -1.2050
H: 2.7721 5.8138 -3.3017
H: 3.7151 3.8687 -4.4378
Cl: -0.9349 4.4980 -3.7188
C: -1.9332 3.1220 -4.2608
C: -2.6098 2.4470 -3.0782
O: -3.8006 2.6477 -2.8620
O: -1.8725 1.6486 -2.3673
H: -1.1871 2.5205 -4.7619
H: -2.6234 3.4906 -5.0157
S: 5.0760 -0.8746 1.4469
C: 4.6609 -2.2747 0.4319
C: 4.2340 -2.1649 -0.8708
C: 3.6311 -3.2295 -1.5345
C: 3.4784 -4.4776 -0.9141
C: 3.8398 -4.5757 0.3867
C: 4.5286 -3.5601 1.0041
H: 4.3070 -1.1711 -1.3075
H: 3.4662 -3.1185 -2.5924
H: 3.1422 -5.3583 -1.4726
H: 3.7881 -5.4977 0.9295
H: 4.8910 -3.7246 2.0472
C: -3.4981 -5.4383 -1.4831
C: -3.9629 -4.1080 -1.6533
C: -3.0392 -3.0888 -1.8700
C: -1.6676 -3.3976 -1.9318
C: -1.2227 -4.6979 -1.6999
C: -2.1309 -5.7287 -1.4609
Si: -0.4490 -2.1071 -2.7909
C: -0.7178 -2.2546 -4.6918
C: -1.5324 -3.0925 -5.4396
C: -1.4019 -2.9526 -6.8367
C: -0.5525 -1.9759 -7.3837
C: 0.3732 -1.2390 -6.5998
C: 0.2327 -1.3670 -5.2081
H: -4.2263 -6.2565 -1.4365
H: -5.0527 -3.9026 -1.6394
H: -3.3786 -2.0679 -2.0737
H: -0.1564 -4.8159 -1.7588
H: -1.7001 -6.7717 -1.3860
H: -1.0493 -0.7873 -2.3548
H: -2.1864 -3.8022 -4.9372
H: -2.1571 -3.4574 -7.4360
H: -0.5813 -1.8348 -8.3997
H: 1.0965 -0.5590 -7.1003
H: 0.8283 -0.8464 -4.5090

8.
C8H16N2O4V | ωB97M-V/def2-TZVPD

Its spin multiplicity is 4. The total charge is 0. The HOMO-LUMO gap (alpha / beta) comes out at 7.39 / 8.26 eV. The highest occupied orbital energy (alpha / beta) comes out at -7.53 / -8.60 eV. Its total energy is -1668.91498 Eh. The strongest force on any atom is 3.53 eV/A.

Geometry (Å):
V: 0.5144 1.1069 -0.2637
C: -1.0925 -0.7711 -2.0246
N: -1.1862 -0.2351 -0.6467
C: -2.4710 0.5303 -0.4814
C: -0.9991 -1.2332 0.4414
C: 0.3715 -1.8585 0.2413
N: 1.4645 -0.8105 0.1401
C: 2.5822 -1.3331 -0.7034
C: 2.0603 -0.5841 1.4916
H: -1.8154 -1.5889 -2.0886
H: -0.1347 -1.0611 -2.3691
H: -1.3812 0.0628 -2.6920
H: -3.3715 -0.0546 -0.6436
H: -2.4671 1.4260 -1.1251
H: -2.4981 0.9582 0.5487
H: -1.7997 -1.8979 0.4539
H: -0.9354 -0.5887 1.3414
H: 0.3670 -2.3558 -0.7393
H: 0.6031 -2.6708 0.9559
H: 2.7621 -2.4217 -0.5545
H: 3.4663 -0.7329 -0.5645
H: 2.2061 -1.2861 -1.7603
H: 2.3006 -1.5172 2.0187
H: 1.4190 -0.0624 2.1811
H: 2.9397 -0.0794 1.3088
O: -0.6695 3.4357 2.6507
C: -0.3435 2.8987 1.5913
O: 0.0348 1.6333 1.4822
C: -0.5746 3.5780 0.2818
O: -1.1677 4.6248 0.2734
O: -0.1844 2.8884 -0.7455

9.
C4H8FNO | ωB97M-V/def2-TZVPD

The total charge is 0. Its energy above the lowest of the compared OMol25 structures with the same formula, charge and spin is 7.753 eV. The HOMO-LUMO gap comes out at 8.33 eV. The highest occupied orbital energy comes out at -8.43 eV. Its total energy is -386.77746 Eh. The strongest force on any atom is 6.27 eV/A.

Geometry (Å):
C: -0.5573 1.4044 1.4030
C: 0.8199 0.1476 -0.0498
C: -0.1183 -1.1497 -0.5383
C: 0.9296 -0.4491 -1.3909
H: 0.3007 1.5558 2.2154
H: -0.8987 0.0356 1.7945
H: -1.7746 2.2200 1.2150
H: -0.4706 1.9864 -0.5918
H: 1.7430 -0.0971 0.6615
H: -1.1376 -0.8194 -1.0334
H: -1.1510 -2.9505 0.4619
H: 1.8329 -0.9360 -1.5137
N: 0.1575 1.4321 0.1300
O: -0.0371 -2.4892 -0.0964
F: 0.3614 0.1091 -2.6670

10.
C20H18FGaNO3 | ωB97M-V/def2-TZVPD

The total charge is +1. Its energy above the lowest of the compared OMol25 structures with the same formula, charge and spin is 0.000 eV. The HOMO-LUMO gap comes out at 8.57 eV. The highest occupied orbital energy comes out at -12.16 eV. Its total energy is -3077.95198 Eh. The strongest force on any atom is 0.28 eV/A.

Geometry (Å):
Ga: 1.3727 -0.4737 -0.4890
O: -0.4066 -1.1305 -0.8242
C: -0.5444 -2.6048 -0.5273
C: 0.6515 -2.9096 0.4144
O: 0.6508 -3.9002 1.0762
O: 1.6568 -2.0310 0.3962
C: -0.3902 -3.3422 -1.8434
C: 0.4589 -4.4343 -1.9764
C: 0.5601 -5.0903 -3.1965
C: -0.1798 -4.6623 -4.2859
C: -1.0358 -3.5767 -4.1553
C: -1.1444 -2.9256 -2.9396
C: -1.8629 -2.7962 0.1821
C: -2.1631 -1.9905 1.2807
C: -3.3553 -2.1547 1.9621
C: -4.2527 -3.1364 1.5594
C: -3.9499 -3.9498 0.4803
C: -2.7571 -3.7817 -0.2111
H: -1.1682 -0.7653 -1.2911
H: 1.0312 -4.7936 -1.1322
H: 1.2225 -5.9402 -3.2892
H: -0.0963 -5.1744 -5.2349
H: -1.6247 -3.2428 -4.9988
H: -1.8441 -2.1008 -2.8522
H: -1.4557 -1.2395 1.6159
H: -3.5819 -1.5276 2.8138
H: -5.1829 -3.2700 2.0948
H: -4.6406 -4.7226 0.1717
H: -2.5239 -4.4272 -1.0467
C: 2.1261 4.0345 3.7423
C: 1.9211 2.9359 2.7510
C: 2.5837 1.7160 2.8596
C: 2.3666 0.7275 1.9270
N: 1.5296 0.9085 0.8916
C: 0.8807 2.0834 0.7657
C: 1.0475 3.0990 1.6713
H: 2.8504 3.7585 4.5043
H: 1.1821 4.2811 4.2305
H: 2.4743 4.9363 3.2370
H: 3.2701 1.5284 3.6733
H: 2.8442 -0.2416 1.9962
H: 0.2321 2.1941 -0.0935
H: 0.5049 4.0245 1.5345
F: 1.9339 0.2463 -1.9644

11.
C4H8O2S2 | ωB97M-V/def2-TZVPD

The total charge is 0. Its energy above the lowest of the compared OMol25 structures with the same formula, charge and spin is 2.363 eV. The HOMO-LUMO gap comes out at 9.21 eV. The highest occupied orbital energy comes out at -8.69 eV. Its total energy is -1104.00214 Eh. As for the SMILES: O[C@@H]1[C@H](O)CS[C@H]1S. The strongest force on any atom is 5.55 eV/A.

Geometry (Å):
O: -0.5321 -2.1170 0.4180
C: -0.6889 -0.8180 0.1248
C: 0.0973 -0.3958 -1.1059
O: 1.3228 -1.1089 -1.1064
C: 0.4007 1.1314 -1.0603
S: 0.9817 1.5361 0.6568
C: 0.0174 0.2085 1.4851
S: -1.4609 0.8608 2.4648
H: 0.3272 -2.3010 0.0310
H: -1.6689 -0.6030 0.0613
H: -0.4420 -0.5531 -2.0062
H: 2.1806 -0.6266 -1.0806
H: 1.0756 1.5451 -1.7840
H: -0.6789 1.5520 -1.0928
H: 0.7144 -0.2068 2.2471
H: -1.6459 1.8964 1.7473

12.
CBrFNO2 | ωB97M-V/def2-TZVPD

The total charge is -1. Its energy above the lowest of the compared OMol25 structures with the same formula, charge and spin is 0.441 eV. The HOMO-LUMO gap comes out at 6.68 eV. The highest occupied orbital energy comes out at -2.80 eV. Its total energy is -2917.19393 Eh. The strongest force on any atom is 1.73 eV/A.

Geometry (Å):
C: -0.1309 -1.3038 0.2579
N: -0.4198 1.1778 0.0354
O: -0.2221 -1.3608 1.4220
O: -0.0339 -1.6305 -0.8679
F: 0.7840 1.5587 0.8569
Br: 0.0229 1.5586 -1.7043